# 1
Density functional theory data (ωB97M-V with the def2-TZVPD basis set) for a 14-piece molecular cluster, C56H154N14O14 overall in a non-equilibrium geometry.

Last column: Mulliken charge in e.
Cartesian coordinates (Å):
O1 2.185 3.522 -1.851  -0.228
O2 -1.966 1.349 -3.035  0.200
O3 -1.743 7.391 4.572  -0.275
O4 -3.387 -2.907 -6.476  -0.425
O5 2.470 -6.454 -4.603  -0.168
O6 -2.212 -5.760 -1.960  -0.222
O7 0.848 2.967 6.687  -0.066
O8 5.558 -6.109 -1.919  -0.349
O9 -3.334 0.432 3.904  0.534
O10 -5.490 0.826 -0.679  -0.380
O11 5.473 -0.744 3.988  -0.374
O12 0.090 0.752 1.138  0.607
O13 2.240 -0.249 -6.065  -0.080
O14 -5.823 4.937 6.123  -0.316
N1 3.611 2.019 9.005  -0.699
N2 -6.209 1.947 2.703  -0.687
N3 2.363 -1.563 -8.629  -0.653
N4 1.521 -3.017 -5.684  -0.099
N5 -0.604 -4.147 0.944  -0.447
N6 -5.395 2.635 -2.804  -0.754
N7 -0.785 -2.455 -3.936  1.853
N8 3.540 -4.542 -0.544  -0.044
N9 -3.768 5.074 3.944  -0.411
N10 1.258 -1.802 1.140  0.776
N11 -1.081 5.181 2.474  0.322
N12 5.742 3.059 -2.720  -0.818
N13 -1.227 -1.281 2.736  0.053
N14 3.461 -3.359 2.336  -0.767
C1 -1.404 -1.022 4.167  0.385
C2 2.901 -7.162 -5.755  -0.838
C3 0.844 -1.227 -1.203  -0.297
C4 3.450 -3.531 -4.265  -0.490
C5 1.007 6.337 2.276  -1.602
C6 -1.802 -4.605 0.181  0.290
C7 2.144 0.537 7.652  -0.913
C8 -0.206 6.117 3.188  1.279
C9 -4.066 2.533 -4.829  -1.551
C10 -2.323 3.868 5.447  -1.414
C11 -4.353 -0.147 4.688  -1.241
C12 -4.435 4.999 6.293  -1.001
C13 2.464 -4.093 -5.309  0.835
C14 1.454 3.449 5.487  0.110
C15 1.740 2.994 7.783  -1.220
C16 -3.229 -6.622 -1.495  -0.853
C17 -4.236 1.986 -3.418  1.201
C18 -4.938 -0.308 -1.341  -0.699
C19 1.678 -5.326 -4.877  -0.245
C20 1.578 -0.837 0.095  0.664
C21 -3.574 -2.403 -7.788  -0.767
C22 4.394 -6.703 -1.403  -0.736
C23 1.278 0.219 -5.145  -0.724
C24 4.280 2.967 -2.835  0.457
C25 -1.990 -3.035 -4.538  0.514
C26 -5.832 2.110 1.279  0.461
C27 -0.209 2.094 1.407  -0.639
C28 -0.855 7.455 3.465  -1.221
C29 -2.988 2.202 -2.581  -0.805
C30 5.251 0.249 4.946  -0.536
C31 -1.245 -5.411 -0.998  -0.186
C32 3.902 1.487 -3.078  -0.701
C33 1.525 4.264 -0.864  -1.011
C34 1.387 0.596 0.567  -0.623
C35 -0.039 -1.097 4.843  -1.824
C36 2.330 0.493 -7.275  -0.690
C37 3.596 3.534 -1.617  -0.766
C38 4.300 -1.400 3.560  -0.223
C39 4.675 -2.631 2.727  0.323
C40 -6.571 5.838 6.904  -0.790
C41 3.111 -0.374 -8.266  0.332
C42 -2.518 8.561 4.751  -0.884
C43 -2.631 -3.380 -0.140  -1.119
C44 -2.043 0.361 4.434  -0.605
C45 -3.224 -2.846 -3.609  -1.097
C46 2.568 -6.602 0.365  -1.381
C47 -5.480 0.718 0.731  -0.542
C48 -0.643 1.646 -2.585  1.216
C49 -2.201 -2.415 -5.918  -0.846
C50 3.828 -5.960 -0.189  0.482
C51 5.575 -2.211 1.565  -1.182
C52 -4.773 3.190 1.228  -1.120
C53 -3.767 4.214 5.145  1.796
C54 2.832 1.913 7.786  0.847
C55 5.996 -6.692 -3.132  -0.601
C56 3.395 0.391 -9.576  -1.532
H1 -4.027 6.017 6.249  0.295
H2 4.265 -4.247 -4.106  0.042
H3 4.320 1.094 -4.007  0.442
H4 2.818 1.409 -3.199  -0.271
H5 -5.347 1.945 3.242  -0.111
H6 -4.219 4.558 7.278  0.449
H7 -2.776 -7.566 -1.162  0.298
H8 -4.205 0.101 5.747  0.344
H9 0.262 -0.078 -5.428  0.489
H10 -1.317 -2.619 -6.541  0.434
H11 0.756 -2.851 -5.014  -0.031
H12 -0.693 1.902 -1.521  -0.281
H13 -3.413 -1.324 -7.822  0.289
H14 3.531 -7.957 -5.370  0.250
H15 -0.798 -2.713 -2.950  -1.046
H16 3.462 2.048 6.904  0.009
H17 0.941 -5.588 -5.647  0.427
H18 -0.994 -3.566 1.685  -0.059
H19 -4.332 3.294 4.988  -0.185
H20 -3.525 -1.815 -3.423  -0.042
H21 -6.522 5.439 7.930  0.301
H22 3.920 4.572 -1.491  0.388
H23 -3.493 -3.686 -0.740  0.511
H24 0.450 -1.471 1.677  -0.151
H25 1.676 4.501 5.693  0.427
H26 1.782 -6.721 -0.382  0.207
H27 4.343 -4.217 -1.081  0.291
H28 4.176 0.809 -2.266  0.270
H29 -3.412 5.999 4.173  -0.259
H30 3.808 2.976 -0.698  0.172
H31 2.328 2.898 5.132  0.177
H32 -6.709 2.453 0.725  0.487
H33 0.760 6.454 1.220  0.345
H34 1.310 0.665 -7.631  0.344
H35 -2.146 -1.317 -5.843  0.227
H36 0.467 4.363 -1.108  0.321
H37 4.050 -0.688 -7.805  0.274
H38 -0.077 8.217 3.624  0.487
H39 -3.956 -6.853 -2.267  0.278
H40 2.724 -2.693 2.071  0.203
H41 3.758 1.402 -9.389  0.364
H42 2.927 -0.225 7.654  0.421
H43 5.480 -6.195 -3.959  0.114
H44 -4.744 5.266 3.716  0.411
H45 0.572 -0.248 4.518  0.004
H46 2.247 -5.933 1.164  0.278
H47 0.091 5.673 4.139  -0.385
H48 3.026 -3.288 -3.286  -0.252
H49 -5.230 -1.233 -0.841  0.564
H50 2.466 0.584 -10.124  0.366
H51 -2.876 -2.941 -8.440  0.296
H52 5.222 -3.261 3.435  0.314
H53 1.151 -0.609 -2.051  -0.160
H54 2.007 -2.063 -7.813  0.217
H55 -1.914 0.640 5.486  0.577
H56 -2.747 3.270 -2.527  0.487
H57 4.204 1.205 9.114  0.268
H58 -0.305 2.773 0.558  -0.165
H59 1.197 1.313 -5.143  0.730
H60 5.886 -7.775 -3.105  0.336
H61 -6.686 2.795 2.991  0.332
H62 1.894 5.297 -0.797  0.594
H63 3.642 -6.766 -2.206  0.182
H64 -4.072 -3.361 -4.067  0.623
H65 -1.002 -1.456 -3.880  -0.710
H66 0.714 3.352 4.691  -0.573
H67 7.040 -6.417 -3.288  0.234
H68 -3.705 -6.206 -0.605  0.333
H69 -3.863 -0.109 -1.399  -0.039
H70 1.553 -0.089 -4.143  -0.413
H71 1.502 -1.335 -9.119  0.299
H72 -4.298 -1.240 4.656  0.289
H73 2.822 -4.681 -1.258  -0.305
H74 3.945 -2.602 -4.557  0.466
H75 2.628 -1.067 -0.132  -0.327
H76 1.549 0.364 8.552  0.383
H77 2.159 3.992 7.972  0.393
H78 -0.701 -6.297 -0.641  0.513
H79 6.477 -1.729 1.943  0.468
H80 -2.013 9.500 4.516  0.414
H81 4.004 -0.244 -10.213  0.373
H82 -2.006 -1.818 4.617  0.523
H83 0.478 -2.013 4.561  0.518
H84 4.962 1.229 4.537  0.260
H85 -5.554 2.241 -1.879  0.423
H86 -1.775 3.546 4.561  -0.458
H87 -3.237 1.910 -1.550  0.050
H88 -5.296 -0.366 -2.369  0.394
H89 0.475 2.596 2.105  0.204
H90 0.958 -2.260 -1.538  0.120
H91 -6.220 2.424 -3.352  0.284
H92 -7.647 5.785 6.723  0.247
H93 1.661 7.135 2.622  0.537
H94 -1.935 4.904 2.957  -0.470
H95 3.437 -6.469 -6.412  0.357
H96 -1.360 1.022 3.891  -0.440
H97 -5.090 4.204 1.481  0.380
H98 -2.058 -2.589 -0.618  0.024
H99 1.525 0.461 6.761  -0.178
H100 -2.981 -3.402 -2.703  -0.032
H101 2.028 -7.515 -6.315  0.283
H102 6.222 0.532 5.362  0.376
H103 3.014 2.057 9.823  0.276
H104 -1.147 2.192 1.959  -0.371
H105 -0.112 -4.908 1.403  0.233
H106 2.909 1.406 -7.091  0.243
H107 -4.393 0.899 -3.462  -0.400
H108 -2.215 3.035 6.147  0.537
H109 -1.781 4.721 5.864  0.512
H110 -4.417 3.369 0.201  0.270
H111 1.569 1.304 -0.251  -0.444
H112 5.117 -1.425 0.947  0.146
H113 2.133 0.860 1.326  0.628
H114 -0.237 -1.079 -1.090  0.015
H115 -0.839 -0.421 2.323  -0.484
H116 5.991 2.308 -2.074  0.314
H117 -1.364 5.588 1.591  0.327
H118 0.803 -2.635 0.749  -0.111
H119 -6.222 6.859 6.735  0.300
H120 3.717 -3.848 1.477  0.291
H121 -2.722 8.627 5.822  0.235
H122 5.716 -2.996 0.820  0.299
H123 -4.486 0.425 1.092  0.010
H124 -3.470 8.475 4.223  0.301
H125 -4.559 -2.659 -8.175  0.296
H126 1.555 5.390 2.288  0.240
H127 -1.412 7.881 2.617  0.401
H128 -3.222 2.010 -5.286  0.225
H129 3.696 -0.716 2.945  -0.099
H130 2.993 -4.246 -6.253  0.271
H131 -3.118 -2.996 0.760  0.607
H132 -1.859 -4.117 -4.604  0.482
H133 -0.098 2.402 -3.148  0.314
H134 4.531 -7.767 -1.157  0.476
H135 2.018 -2.132 -5.700  -0.054
H136 1.061 2.829 8.628  0.412
H137 -0.499 -4.790 -1.502  -0.582
H138 2.802 -7.591 0.760  0.516
H139 -6.268 0.043 1.070  0.385
H140 -4.928 2.339 -5.467  0.452
H141 -0.174 -1.072 5.926  0.676
H142 -2.346 -5.274 0.856  0.277
H143 -5.344 0.181 4.390  0.356
H144 6.152 2.660 -3.563  0.341
H145 4.669 -6.062 0.504  0.398
H146 -0.236 0.637 -2.609  -1.328
H147 3.731 -1.719 4.442  0.389
H148 4.553 -0.034 5.735  0.091
H149 1.651 3.843 0.139  0.303
H150 1.086 -5.018 -4.011  -0.513
H151 3.883 3.526 -3.685  0.253
H152 -3.836 3.596 -4.755  0.346
H153 -2.180 -1.261 2.364  0.210
H154 -3.896 2.959 1.836  0.207

Computed properties:
* Kohn-Sham gap: 0.3119 Eh
* HOMO: -8.0 eV
* energy above the lowest of the compared OMol25 structures with the same formula, charge and spin: 213.61 kJ/mol

=====

# 2
Density functional theory data (ωB97M-V with the def2-TZVPD basis set) for C18H22N2O3S in the gas phase in a non-equilibrium geometry.

Last column: natural (NBO) charge in e.
Cartesian coordinates (Å):
S1 0.907 -2.274 -3.212  0.305
O1 2.385 0.345 0.188  -0.619
O2 0.038 1.436 -2.543  -0.642
O3 2.513 2.334 -0.848  -0.500
N1 0.114 -0.843 -1.184  -0.473
N2 1.497 -5.404 -1.236  -0.284
C1 -3.017 0.331 1.513  -0.407
C2 2.386 1.014 -0.818  0.823
C3 2.222 0.458 -2.210  -0.624
C4 0.532 -2.049 -1.523  0.130
C5 -1.983 -1.699 2.713  -0.380
C6 -0.110 -1.507 1.080  0.016
C7 0.363 -2.766 0.742  -0.097
C8 -0.232 -0.547 0.066  0.310
C9 0.431 -0.598 -3.709  -0.619
C10 -2.965 -1.197 1.654  -0.409
C11 2.564 3.046 0.390  -0.082
C12 -2.308 0.883 0.276  -0.374
C13 -0.536 -1.237 2.489  -0.445
C14 0.678 -3.073 -0.580  -0.248
C15 1.518 4.149 0.380  -0.623
C16 -0.772 0.827 0.299  -0.482
C17 1.133 -4.355 -0.950  0.269
C18 0.735 0.447 -2.634  0.636
H1 -2.308 -1.360 3.699  0.205
H2 3.570 3.467 0.481  0.185
H3 2.652 -0.541 -2.259  0.244
H4 -0.636 -0.581 -3.935  0.245
H5 1.704 4.830 -0.445  0.216
H6 2.724 1.123 -2.916  0.255
H7 -2.608 0.800 2.410  0.193
H8 1.560 4.701 1.315  0.214
H9 -2.665 0.361 -0.614  0.204
H10 -0.418 1.465 -0.511  0.270
H11 0.998 -0.365 -4.611  0.248
H12 0.116 -1.780 3.175  0.221
H13 0.482 -3.525 1.501  0.227
H14 -3.955 -1.567 1.929  0.214
H15 0.524 3.726 0.258  0.214
H16 -0.449 -0.177 2.716  0.215
H17 -2.011 -2.792 2.712  0.203
H18 -4.062 0.640 1.443  0.214
H19 -2.588 1.933 0.167  0.214
H20 -0.403 1.222 1.246  0.212
H21 -2.717 -1.641 0.688  0.199
H22 2.396 2.339 1.209  0.206

Computed properties:
* Kohn-Sham gap: 0.3212 Eh
* HOMO: -8.7 eV
* SMILES string: CCOC(=O)CC(=O)CSc1nc2c(cc1C#N)CCCCCC2
* energy above the lowest of the compared OMol25 structures with the same formula, charge and spin: 134.63 kJ/mol

=====

# 3
Density functional theory data (ωB97M-V with the def2-TZVPD basis set) for a 7-piece molecular cluster, C45H47BN6O17 overall in a non-equilibrium geometry.

Last column: Mulliken charge in e.
Cartesian coordinates (Å):
O1 3.081 2.402 -2.907  -0.669
O2 -1.161 -7.004 -3.984  -0.622
O3 2.040 -1.254 0.692  -0.684
O4 2.245 5.037 2.915  -0.605
O5 -10.299 -1.970 -5.266  -0.612
O6 1.005 5.076 1.159  -0.610
O7 1.584 -0.803 -1.461  -0.401
O8 9.701 -0.846 2.198  -0.614
O9 -8.379 -2.878 -5.611  -0.653
O10 5.096 0.850 3.876  -0.570
O11 10.063 -2.202 0.567  -0.617
O12 1.425 0.805 0.053  -0.709
O13 0.339 -5.618 -4.662  -0.613
O14 -2.495 -2.322 -3.594  -0.649
O15 -2.467 1.591 0.646  -0.524
O16 -2.197 -1.956 -1.495  -0.344
O17 3.482 1.683 5.030  -0.626
N1 -0.422 -6.053 -3.821  1.034
N2 -2.901 -2.216 -2.455  0.962
N3 1.181 5.194 2.360  1.057
N4 4.465 0.984 4.910  1.063
N5 -9.138 -1.926 -5.613  1.073
N6 9.324 -1.579 1.304  1.024
C1 0.361 -4.280 -2.302  -0.344
C2 -7.606 1.779 -6.921  -0.426
C3 -0.485 -4.146 -0.059  -0.480
C4 -0.450 -5.381 -2.510  -0.102
C5 4.933 0.239 6.090  0.086
C6 -1.296 -5.250 -0.288  -0.528
C7 0.340 -3.658 -1.064  -0.050
C8 6.047 -2.728 -0.050  -0.646
C9 4.226 0.352 7.273  -0.408
C10 -6.177 -2.456 -0.701  -0.575
C11 -4.824 -2.260 -0.925  -0.183
C12 -1.284 -5.877 -1.524  -0.471
C13 4.074 1.756 -0.624  -0.040
C14 5.164 -2.020 0.757  -0.682
C15 -7.286 -0.563 -6.486  -0.247
C16 -2.143 6.233 4.736  -0.427
C17 0.984 0.307 -2.166  -0.794
C18 -4.338 -2.413 -2.211  0.085
C19 0.018 5.549 3.189  0.022
C20 -6.507 -2.948 -3.039  -0.320
C21 -6.790 0.655 -6.919  -0.487
C22 4.677 -0.341 8.384  -0.451
C23 -1.632 2.663 0.267  -0.400
C24 3.849 2.513 0.722  -0.364
C25 1.362 1.466 -1.242  1.677
C26 0.197 5.715 4.550  -0.457
C27 5.818 -1.128 8.299  -0.443
C28 -2.302 6.054 3.368  -0.615
C29 -0.897 6.062 5.325  -0.427
C30 -9.429 0.476 -6.050  -0.439
C31 7.011 -1.007 1.913  -0.244
C32 1.710 -0.481 -0.154  0.891
C33 -1.745 0.384 0.862  0.201
C34 -1.214 5.710 2.583  -0.075
C35 -8.601 -0.631 -6.062  0.130
C36 5.645 -1.159 1.736  -0.330
C37 -1.026 2.493 -1.145  -0.644
C38 -7.015 -2.802 -1.754  -0.667
C39 -5.156 -2.751 -3.274  -0.721
C40 6.067 -0.545 5.981  -0.067
C41 7.415 -2.582 0.119  -0.446
C42 0.492 2.713 -1.269  -1.571
C43 -8.922 1.689 -6.484  -0.392
C44 6.510 -1.232 7.099  -0.596
C45 7.873 -1.725 1.103  -0.200
B1 2.875 1.909 -1.615  0.254
H1 -8.070 -2.960 -1.573  0.426
H2 8.112 -3.126 -0.501  0.482
H3 4.962 2.153 -1.117  0.513
H4 -1.938 -5.626 0.497  0.429
H5 -2.278 3.543 0.250  0.288
H6 -1.316 1.519 -1.537  0.229
H7 -0.078 0.105 -2.290  0.171
H8 7.396 -0.338 2.669  0.532
H9 -0.863 2.860 1.026  0.298
H10 0.959 -2.794 -0.889  0.248
H11 0.996 -3.911 -3.094  0.519
H12 -6.576 -2.341 0.297  0.398
H13 -4.161 -1.991 -0.116  0.442
H14 -1.514 3.218 -1.799  0.503
H15 -2.994 6.507 5.346  0.389
H16 -10.451 0.392 -5.710  0.451
H17 -6.661 -1.444 -6.480  0.464
H18 -1.904 -0.325 0.049  -0.143
H19 1.171 5.577 4.995  0.485
H20 -1.323 5.569 1.518  0.478
H21 -0.776 6.200 6.391  0.376
H22 4.263 0.693 -0.438  -0.044
H23 0.685 3.181 -2.238  0.550
H24 -4.746 -2.861 -4.267  0.519
H25 -0.673 0.579 0.899  -0.140
H26 2.866 2.985 0.760  -0.252
H27 6.170 -1.663 9.171  0.383
H28 4.096 -2.138 0.631  0.673
H29 -2.026 -0.049 1.822  0.422
H30 -9.555 2.566 -6.484  0.371
H31 -3.273 6.184 2.912  0.379
H32 4.592 3.296 0.846  0.460
H33 -7.161 -3.214 -3.857  0.592
H34 3.904 1.825 1.562  0.027
H35 4.963 -0.612 2.360  0.647
H36 6.596 -0.620 5.042  0.359
H37 -1.909 -6.736 -1.717  0.493
H38 3.341 0.968 7.325  0.471
H39 2.969 3.360 -2.926  0.317
H40 1.530 0.406 -3.101  0.403
H41 -7.216 2.728 -7.264  0.380
H42 4.138 -0.265 9.319  0.370
H43 -0.494 -3.658 0.908  0.456
H44 -5.766 0.727 -7.258  0.385
H45 0.852 3.424 -0.522  0.288
H46 7.397 -1.846 7.033  0.400
H47 5.669 -3.396 -0.812  0.434

Computed properties:
* Kohn-Sham gap: 0.3236 Eh
* HOMO: -9.6 eV
* SMILES string: CCB(O)[C@@]1(CCCOC)COC(=O)O1.O=[N+]([O-])c1ccccc1.O=[N+]([O-])c1ccccc1.O=[N+]([O-])c1ccccc1.O=[N+]([O-])c1ccccc1.O=[N+]([O-])c1ccccc1.O=[N+]([O-])c1ccccc1